Molecular formula: C18H58O11
Method: DFT, the ωB97M-V functional and the def2-TZVPD basis

Summary:
Largest force on an atom in eV Å⁻¹: 3.14
LUMO (spin up / spin down) in eV: -3.78 / -10.02
Expectation value of S²: 0.754
M in Da: 450.7
HOMO energy (spin up / spin down) in eV: -11.45 / -11.45
Spin multiplicity: 2
Charge: +1

CARTESIAN COORDINATES (ANGSTROEM)
O (-1.05805, -2.63437, 1.92530)
H (-0.34626, -2.09098, 1.58721)
H (-1.69673, -2.66371, 1.21294)
O (2.26013, -3.50864, -0.87003)
H (2.36213, -2.59935, -0.58893)
H (1.32502, -3.68718, -0.77038)
O (2.82320, 1.00374, 2.37709)
H (3.09766, 1.81864, 1.95656)
H (3.62920, 0.49457, 2.46272)
O (4.24243, -2.14693, -2.65507)
H (4.24576, -2.02214, -3.60409)
H (3.82787, -3.00009, -2.52665)
O (5.07105, 0.49325, -2.17924)
H (5.18704, 0.59424, -3.12401)
H (4.55394, -0.30673, -2.08509)
C (1.08375, 1.26131, 5.77869)
C (2.32726, 0.36969, 5.86363)
C (2.53234, -0.18776, 7.29236)
O (2.11876, -0.72983, 4.96113)
H (0.88446, 1.64538, 4.77826)
H (1.12582, 2.08063, 6.49636)
H (0.22458, 0.69026, 6.13057)
H (3.13633, 1.03458, 5.56130)
H (2.50584, 0.65673, 7.98100)
H (3.48897, -0.70363, 7.37514)
H (1.67371, -0.80725, 7.55138)
H (1.70310, -0.25468, 4.23790)
C (-0.33123, 0.92271, 0.09343)
C (0.43063, -0.36977, -0.07518)
C (1.57565, -0.09412, -1.03783)
O (0.95947, -0.81679, 1.11117)
H (-0.78868, 1.29373, -0.82374)
H (0.23940, 1.78246, 0.44460)
H (-1.22484, 0.82063, 0.70917)
H (-0.13509, -1.12863, -0.61574)
H (2.33980, 0.58403, -0.65799)
H (1.25925, 0.35398, -1.97974)
H (2.20390, -0.94897, -1.28810)
H (1.54396, -0.16526, 1.50547)
C (-4.32213, -0.96654, -1.51756)
C (-3.48290, -1.31672, -0.33460)
C (-4.13733, -1.13252, 1.04572)
O (-3.12385, -2.69835, -0.48712)
H (-4.88273, -0.08218, -1.21467)
H (-4.97076, -1.80419, -1.77388)
H (-3.75973, -0.67124, -2.40334)
H (-2.61468, -0.65777, -0.34283)
H (-5.21459, -1.29302, 1.00264)
H (-4.26149, -0.05874, 1.18601)
H (-3.68252, -1.66779, 1.87922)
H (-3.88635, -3.18354, -0.81080)
C (-1.12104, -1.12425, -4.91000)
C (-0.18746, -2.28120, -5.21562)
C (1.05360, -2.33628, -4.27105)
O (-0.85905, -3.52511, -5.02591)
H (-0.62195, -0.22026, -4.56099)
H (-1.78439, -1.42829, -4.10028)
H (-1.74602, -0.98770, -5.79252)
H (0.14661, -2.33689, -6.25166)
H (1.71316, -3.15471, -4.55958)
H (0.88125, -2.45441, -3.20126)
H (1.60468, -1.40292, -4.38611)
H (-1.73320, -3.51455, -5.42258)
C (-4.30788, 2.22691, 4.31782)
C (-3.47525, 1.00495, 4.03676)
C (-2.06462, 1.35351, 3.53046)
O (-3.37783, 0.20172, 5.17205)
H (-4.43436, 2.81410, 3.40826)
H (-3.91704, 2.92133, 5.06155)
H (-5.30749, 1.90773, 4.61281)
H (-4.03395, 0.55221, 3.21762)
H (-1.99636, 2.27327, 2.94953)
H (-1.58020, 0.53727, 2.99455)
H (-1.52221, 1.50997, 4.46288)
H (-2.87637, -0.55758, 4.86610)
C (1.62933, 2.32356, -5.55498)
C (1.83422, 3.39376, -4.49455)
C (0.99711, 3.24795, -3.24201)
O (3.10523, 3.30548, -4.04695)
H (0.65081, 2.50919, -5.99784)
H (1.80042, 1.30881, -5.19566)
H (2.29620, 2.53114, -6.39182)
H (1.76148, 4.42711, -4.83367)
H (1.50020, 2.94129, -2.32496)
H (0.28760, 2.42159, -3.28462)
H (0.49453, 4.18147, -2.98891)
H (3.12745, 3.92889, -3.31724)

Atomic forces in eV per Å
O -0.27 -0.13 0.22
H 0.49 0.26 0.20
H -0.37 -0.30 -0.33
O 0.29 -0.11 -0.39
H 0.03 0.11 0.35
H -0.29 -0.22 0.13
O -0.39 -0.07 -0.13
H 0.04 0.29 -0.05
H 0.31 -0.32 0.21
O 0.09 0.40 -0.04
H 0.08 -0.07 -0.29
H -0.34 -0.42 0.37
O -0.11 0.92 0.11
H 0.22 -0.06 -0.19
H -0.09 -0.71 0.07
C -0.28 -0.33 1.10
C -1.00 0.04 0.77
C -0.23 0.87 -0.94
O 0.52 0.80 0.18
H 0.14 0.01 -0.05
H 0.30 0.30 -0.21
H -0.21 -0.21 -0.30
H 0.67 -0.42 -0.11
H 0.26 0.01 0.11
H -0.23 -0.16 0.09
H 0.23 -0.30 -0.09
H -0.12 -0.58 -0.60
C -1.63 0.52 -0.21
C 1.23 1.68 -1.82
C 1.26 0.31 -0.66
O -0.37 -1.54 0.85
H 0.19 -0.27 -0.60
H 0.41 -0.31 0.39
H 0.27 -0.14 0.52
H -0.57 -0.30 0.78
H -0.21 0.44 0.54
H -0.31 -0.16 -0.21
H -0.44 -0.29 -0.18
H 0.32 0.49 0.18
C -0.61 1.14 0.09
C -0.19 -1.22 0.80
C -1.27 1.11 -1.10
O 1.35 0.23 0.24
H -0.56 -0.02 -0.38
H -0.32 0.27 0.00
H 0.22 -0.27 0.05
H 0.59 -0.61 -0.07
H -0.15 -1.17 -0.08
H 0.93 0.33 0.57
H 0.13 0.26 -0.24
H -0.08 0.01 0.08
C -0.28 -0.51 -0.13
C 0.73 -1.07 1.32
C -0.19 0.21 -0.83
O -0.05 -0.24 0.44
H 0.09 0.15 -0.44
H 0.03 -0.08 0.13
H -0.06 0.61 0.08
H 0.28 0.77 -0.11
H -0.06 -0.02 -0.11
H -0.61 -0.02 -0.10
H 0.20 0.13 -0.07
H -0.06 0.10 -0.15
C -0.40 0.50 0.22
C 0.17 1.32 -1.43
C -0.08 0.06 0.82
O -0.17 -0.45 0.05
H 0.06 -0.08 -0.18
H 0.18 -0.24 0.23
H 0.00 0.07 0.21
H 0.03 -0.75 0.06
H -0.21 -0.05 -0.15
H -0.08 -0.13 -0.03
H 0.40 0.16 -0.13
H 0.10 -0.44 0.42
C -0.20 1.49 -0.82
C -0.05 -2.63 -1.71
C -1.67 0.52 2.38
O 1.28 -0.27 0.27
H -0.24 -0.59 0.25
H -0.27 0.15 0.17
H 0.31 -0.16 0.07
H -0.54 0.72 -0.41
H 0.76 0.11 -0.09
H -0.16 0.00 -0.87
H -0.14 -0.11 -0.17
H 0.97 0.67 0.99

For reference, the Mulliken charges in units of e are:
1 O -0.7285
2 H 0.3516
3 H 0.3038
4 O -0.6503
5 H 0.2512
6 H 0.3268
7 O -0.5379
8 H 0.2143
9 H 0.3041
10 O -0.6498
11 H 0.2915
12 H 0.3051
13 O -0.6363
14 H 0.2700
15 H 0.3617
16 C -1.4487
17 C 0.8466
18 C -1.4347
19 O -0.5009
20 H 0.3374
21 H 0.3879
22 H 0.3670
23 H 0.1512
24 H 0.3749
25 H 0.3546
26 H 0.3692
27 H 0.1969
28 C -1.4188
29 C 1.0053
30 C -0.8081
31 O -0.4283
32 H 0.4172
33 H 0.4269
34 H -0.1140
35 H 0.6109
36 H 0.4186
37 H -0.0053
38 H -0.1927
39 H 0.2324
40 C -1.3229
41 C 1.5299
42 C -1.3537
43 O -0.5865
44 H 0.3782
45 H 0.4281
46 H 0.1938
47 H -0.6803
48 H 0.4327
49 H 0.3374
50 H 0.3291
51 H 0.3239
52 C -0.9552
53 C 0.5543
54 C -1.0351
55 O -0.5719
56 H -0.0287
57 H 0.2973
58 H 0.4309
59 H 0.1952
60 H 0.4069
61 H 0.3282
62 H 0.0998
63 H 0.3049
64 C -1.6705
65 C 1.1585
66 C -0.8170
67 O -0.5995
68 H 0.3728
69 H 0.3673
70 H 0.4015
71 H -0.2502
72 H 0.3542
73 H 0.1170
74 H 0.2534
75 H 0.3439
76 C -1.4090
77 C 0.8385
78 C -1.1116
79 O -0.1655
80 H 0.4256
81 H 0.2618
82 H 0.4496
83 H 0.2878
84 H 0.3756
85 H 0.1827
86 H 0.4351
87 H 0.4387